Below is C16H40N6O5 as an isolated structure, with properties calculated with ωB97M-V/def2-TZVPD.

Output
Strongest force on any atom in eV/A: 14.12
HOMO in eV: -7.12
Calculated total energy in eV: -36404.7585

Positions of all 67 atoms, in Å:
C (1.9670, -0.0138, -2.7652)
C (1.0844, 1.2021, -2.6579)
N (0.8493, 1.7806, -1.2467)
C (2.1171, 1.7697, -0.4614)
C (2.0074, 2.5088, 0.8852)
C (0.2850, 3.0931, -1.3898)
C (-1.1558, 2.9766, -1.9442)
H (3.0353, -0.0266, -2.5493)
H (1.8153, -0.4764, -3.7404)
H (1.5644, -0.7879, -2.1119)
H (1.4702, 1.8926, -3.4080)
H (0.1869, 0.9567, -3.2258)
H (2.4644, 0.7623, -0.2320)
H (2.9632, 2.0973, -1.0654)
H (1.1745, 1.9827, 1.3517)
H (2.8332, 2.3512, 1.5790)
H (1.9262, 3.5757, 0.6774)
H (0.9385, 3.5313, -2.1440)
H (0.4264, 3.6678, -0.4745)
H (-1.2294, 2.3543, -2.8361)
H (-1.5208, 3.9747, -2.1861)
H (-1.8049, 2.6382, -1.1365)
O (-1.9874, -0.4066, -0.3692)
C (-3.0705, 0.2350, -0.5352)
N (-3.1266, 0.9654, -1.5921)
C (-4.1785, 0.5724, 0.5847)
H (-2.4869, 0.8812, -2.3691)
H (-3.9739, 1.4411, -1.8678)
H (-4.1664, 1.6179, 0.8926)
H (-3.9788, -0.0538, 1.4543)
H (-5.1962, 0.3541, 0.2610)
O (1.5085, -0.8703, 0.2760)
C (0.3194, -0.5450, 0.4110)
N (-0.2299, 0.2675, -0.4693)
C (-0.5486, -1.1171, 1.4435)
H (0.4014, 0.7778, -1.0703)
H (-1.2151, 0.3876, -0.2816)
H (-0.0245, -2.0482, 1.6588)
H (-1.5325, -1.4215, 1.0865)
H (-0.7563, -0.4665, 2.2930)
O (2.9187, -4.2190, -0.8371)
C (2.6456, -3.0647, -0.4877)
N (1.6255, -2.4014, -1.0671)
C (3.2588, -2.4354, 0.7035)
H (1.1801, -1.5952, -0.6526)
H (1.2147, -3.0351, -1.7377)
H (3.7295, -3.2168, 1.3002)
H (2.3850, -1.9027, 1.0786)
H (4.1179, -1.7825, 0.5491)
O (-2.6932, 3.7122, 2.1563)
C (-2.1127, 2.8045, 1.5485)
N (-2.2782, 2.6197, 0.2637)
C (-1.1334, 1.8209, 2.2222)
H (-2.0232, 1.8246, -0.3046)
H (-2.7325, 3.2865, -0.3439)
H (-1.5316, 1.2648, 3.0709)
H (-0.2692, 2.3233, 2.6568)
H (-0.7204, 1.0464, 1.5758)
O (-0.0959, -3.6765, 0.3629)
C (0.1617, -4.3305, 1.3948)
N (-0.3132, -5.4666, 1.6312)
C (1.0037, -3.6505, 2.4994)
H (-0.3458, -5.9014, 2.5422)
H (-0.8614, -5.8235, 0.8616)
H (1.7360, -4.4189, 2.7472)
H (0.4959, -3.4110, 3.4337)
H (1.4828, -2.7536, 2.1069)

Cartesian forces (eV/Å) of the 2 atoms listed first:
C -0.8 -1.5 0.6
C 1.5 0.8 -1.1

These are the Mulliken partial charges, in e, on atoms 1 to 4: -1.326 -0.549 0.934 -0.314

Below is a 10-piece molecular cluster, C16H40N8O20 overall, with properties calculated with ωB97M-V/def2-TZVPD.

Output
Strongest force on any atom in eV/A: 4.77
Structure (SMILES): C[N+](=O)[O-].C[N+](=O)[O-].C[N+](=O)[O-].C[N+](=O)[O-].C[N+](=O)[O-].C[N+](=O)[O-].C[N+](=O)[O-].C[N+](=O)[O-].CCOC(C)=O.CCOC(C)=O
HOMO in eV: -10.38
Calculated total energy in eV: -70087.1538

Positions of all 84 atoms, in Å:
C (-15.4835, 13.2394, 18.9329)
N (-16.7063, 12.5484, 18.4102)
O (-17.8445, 12.9653, 18.8411)
O (-16.6477, 11.8411, 17.4235)
H (-15.4171, 12.8684, 19.9557)
H (-15.8741, 14.2564, 18.8957)
H (-14.6661, 13.1269, 18.2207)
C (-24.7413, 14.9695, 19.2082)
N (-25.1760, 14.9021, 17.7938)
O (-24.2907, 14.6586, 16.9923)
O (-26.3119, 15.2764, 17.4510)
H (-25.0805, 14.0183, 19.6185)
H (-25.1184, 15.8247, 19.7690)
H (-23.6525, 15.0077, 19.2413)
C (-17.5924, 18.5387, 23.0476)
N (-16.6200, 18.1185, 21.9743)
O (-15.7946, 18.9380, 21.6674)
O (-16.7806, 16.9978, 21.4524)
H (-17.8685, 17.6711, 23.6469)
H (-18.3820, 19.2766, 22.9057)
H (-16.9766, 19.0707, 23.7728)
C (-21.9094, 11.1456, 22.3067)
N (-22.9969, 11.5851, 23.2632)
O (-24.0746, 11.0587, 23.2337)
O (-22.7244, 12.4605, 24.1376)
H (-22.3749, 10.6068, 21.4814)
H (-21.1840, 10.4687, 22.7579)
H (-21.4005, 12.0727, 22.0426)
C (-20.1605, 10.4666, 17.8817)
N (-20.9705, 11.3114, 18.7965)
O (-20.4016, 11.9001, 19.6472)
O (-22.2198, 11.2886, 18.6147)
H (-20.2053, 9.4922, 18.3681)
H (-19.1442, 10.8498, 17.9738)
H (-20.5281, 10.5243, 16.8572)
C (-21.3138, 18.8188, 18.0077)
N (-19.8652, 18.6456, 18.4399)
O (-19.5373, 18.7033, 19.6149)
O (-18.9616, 18.6069, 17.5647)
H (-21.8707, 18.5987, 18.9185)
H (-21.4821, 18.1726, 17.1462)
H (-21.4425, 19.8978, 17.9228)
C (-21.9918, 18.8582, 22.1545)
N (-22.9740, 19.5751, 21.3138)
O (-22.8266, 20.7949, 21.1458)
O (-23.8523, 18.9180, 20.8186)
H (-21.3938, 18.1542, 21.5758)
H (-22.5491, 18.2952, 22.9032)
H (-21.3145, 19.5638, 22.6357)
C (-19.7295, 14.9378, 20.2851)
N (-21.1843, 15.0598, 20.2578)
O (-21.5701, 16.1351, 19.8059)
O (-21.9154, 14.1934, 20.8520)
H (-19.3942, 15.3308, 19.3253)
H (-19.4512, 13.8847, 20.2436)
H (-19.3315, 15.5306, 21.1086)
C (-18.7091, 12.1281, 22.8786)
C (-17.5162, 12.3453, 22.0875)
O (-16.7487, 11.1731, 21.9357)
C (-17.1317, 10.1320, 21.1350)
C (-15.9769, 9.0507, 21.0244)
O (-18.1102, 10.1827, 20.3906)
H (-18.3764, 11.6190, 23.7831)
H (-19.4095, 11.4305, 22.4193)
H (-19.2326, 13.0128, 23.2411)
H (-17.8432, 12.7783, 21.1422)
H (-16.9316, 13.1249, 22.5760)
H (-16.4871, 8.0879, 20.9965)
H (-15.3326, 9.0420, 21.9035)
H (-15.3444, 9.2866, 20.1687)
C (-17.5596, 14.2034, 15.5366)
C (-18.8941, 13.6269, 16.0008)
O (-20.0128, 14.0427, 15.1991)
C (-20.7394, 15.1633, 15.6348)
C (-21.8696, 15.6168, 14.7523)
O (-20.5858, 15.7999, 16.7307)
H (-17.6217, 15.2311, 15.1788)
H (-17.1612, 13.6173, 14.7085)
H (-16.8718, 14.2160, 16.3821)
H (-18.7266, 12.5639, 15.8272)
H (-19.1745, 13.7014, 17.0514)
H (-22.0460, 16.6799, 14.9158)
H (-22.7214, 14.9784, 14.9868)
H (-21.6255, 15.3928, 13.7138)

Cartesian forces (eV/Å) of the 2 atoms listed first:
C -1.5 0.1 -0.1
N -3.6 1.3 -1.3

These are the Mulliken partial charges, in e, on atoms 1 to 4: -0.958 0.646 -0.288 -0.463

Below is a 9-piece molecular cluster, C16H40N9O16 overall, with properties calculated with ωB97M-V/def2-TZVPD.

Output
Strongest force on any atom in eV/A: 1.29
HOMO in eV: -12.12
Calculated total energy in eV: -63382.2315
Net charge: +1

Positions of all 81 atoms, in Å:
C (-1.3719, -0.1632, 4.7686)
C (-0.8863, -0.1267, 3.5193)
C (0.0137, 0.9469, 2.9685)
C (1.4653, 0.7909, 3.4324)
C (1.7214, 1.0619, 4.9079)
C (3.0131, 0.3933, 5.3849)
C (2.8509, -1.1321, 5.3043)
C (2.1014, -1.6008, 4.0506)
N (2.0130, -0.5552, 2.9868)
H (-1.4491, -1.0996, 5.3148)
H (-1.7375, 0.7221, 5.2837)
H (-1.1869, -0.9082, 2.8193)
H (0.0565, 0.8574, 1.8780)
H (-0.3073, 1.9680, 3.1922)
H (2.0286, 1.5380, 2.8705)
H (0.8903, 0.7424, 5.5398)
H (1.8062, 2.1454, 5.0005)
H (3.1941, 0.6540, 6.4248)
H (3.8410, 0.7423, 4.7608)
H (2.2367, -1.4194, 6.1582)
H (3.8167, -1.6252, 5.3874)
H (2.6403, -2.4393, 3.6080)
H (1.1029, -1.9686, 4.2719)
H (1.3856, -0.8999, 2.2568)
H (2.9168, -0.4000, 2.5336)
C (-1.6303, 3.1812, -0.1680)
N (-0.1690, 2.9006, -0.1750)
O (0.5903, 3.7969, 0.1316)
O (0.1746, 1.7738, -0.4775)
H (-1.7720, 4.2158, 0.1203)
H (-2.0044, 2.9936, -1.1688)
H (-2.0921, 2.4951, 0.5349)
C (1.1287, -5.7557, 5.3841)
N (0.0425, -4.9818, 6.0485)
O (-0.3993, -3.9973, 5.4784)
O (-0.3381, -5.3895, 7.1181)
H (1.3589, -5.2815, 4.4377)
H (1.9810, -5.7567, 6.0570)
H (0.7613, -6.7674, 5.2420)
C (5.0808, 3.1990, 2.7118)
N (5.7304, 1.8736, 2.5166)
O (6.8819, 1.7450, 2.8422)
O (5.0493, 0.9848, 2.0192)
H (5.8104, 3.8687, 3.1503)
H (4.7511, 3.5436, 1.7356)
H (4.2293, 3.0497, 3.3699)
C (6.8498, -1.8366, 1.3385)
N (6.6384, -3.0117, 0.4489)
O (6.3427, -4.0680, 0.9723)
O (6.7642, -2.8272, -0.7407)
H (6.7003, -2.1577, 2.3626)
H (7.8618, -1.4761, 1.1823)
H (6.1280, -1.0797, 1.0493)
C (-4.3267, 0.5437, -2.7492)
N (-4.0198, 1.0831, -1.4012)
O (-4.6248, 2.0622, -1.0154)
O (-3.1579, 0.5175, -0.7515)
H (-5.1000, 1.1580, -3.1928)
H (-3.4117, 0.5839, -3.3302)
H (-4.6650, -0.4793, -2.6243)
C (-6.5309, -3.4822, -3.6131)
N (-7.2272, -2.2770, -4.1441)
O (-6.7165, -1.1893, -3.9536)
O (-8.2642, -2.4661, -4.7361)
H (-5.6248, -3.1624, -3.1132)
H (-7.2163, -3.9729, -2.9288)
H (-6.3152, -4.1267, -4.4597)
C (-3.3406, 2.0537, -7.3088)
N (-3.1512, 1.7022, -5.8771)
O (-3.3044, 2.5730, -5.0435)
O (-2.8520, 0.5504, -5.6217)
H (-3.6047, 3.1018, -7.3702)
H (-2.4103, 1.8548, -7.8303)
H (-4.1370, 1.4207, -7.6901)
C (-1.9426, 2.5675, -11.9804)
N (-2.2797, 2.7433, -10.5415)
O (-3.2870, 3.3547, -10.2585)
O (-1.5145, 2.2546, -9.7319)
H (-2.7119, 3.0530, -12.5680)
H (-0.9680, 3.0190, -12.1386)
H (-1.9011, 1.4996, -12.1718)

Cartesian forces (eV/Å) of the 2 atoms listed first:
C -0.1 0.0 0.0
C -0.2 0.2 0.1

These are the Mulliken partial charges, in e, on atoms 1 to 4: -0.877 -0.404 -0.851 0.158

> The lowest HOMO belongs to which entry?

C16H40N9O16

> What is the formula in the third record?

C16H40N9O16